Molecular formula: C21H23N3
Method: DFT, ωB97M-V with the def2-TZVPD basis set

The geometry in XYZ format:
```
47
Properties=species:S:1:pos:R:3:forces:R:3
C -0.73810 1.61441 0.01279 0.026 -0.164 0.180
C -0.24416 1.09044 1.19414 -0.050 -0.021 0.119
C -0.83883 -0.01342 1.79432 0.073 0.350 -0.298
C -1.93738 -0.61634 1.19874 -0.107 -0.352 -0.168
C -2.65970 -1.80709 1.79624 0.112 0.635 0.669
C -1.83317 -2.70546 2.71369 -0.597 -0.683 -0.266
C -0.94193 -3.74567 1.98815 0.549 0.375 -0.047
C -0.82219 -3.52429 0.50741 0.368 0.062 0.252
C -1.80834 -4.05012 -0.36372 -0.387 -0.143 -0.257
N -1.80731 -3.89843 -1.65601 0.372 0.154 0.239
C -0.74358 -3.18533 -2.13834 -0.223 0.009 -0.411
C -0.62958 -2.97383 -3.52782 -0.078 -0.056 -0.371
C 0.42283 -2.28414 -4.05887 0.048 0.048 0.374
C 1.41317 -1.75124 -3.20297 -0.359 -0.277 0.085
C 1.31441 -1.93885 -1.85216 0.491 0.291 -0.277
C 0.24294 -2.65857 -1.29406 0.110 -0.004 0.426
N 0.19565 -2.84284 0.06000 -0.109 -0.055 -0.248
C -2.42163 -0.09661 -0.00098 0.172 -0.013 0.222
C -1.82822 1.00646 -0.58791 -0.064 0.116 -0.158
H -0.27156 2.48043 -0.42753 0.090 0.081 -0.157
H 0.62345 1.53264 1.65690 0.123 0.063 0.052
H -0.40444 -0.36253 2.71664 -0.065 -0.237 0.107
H -3.47411 -1.40038 2.40069 -0.121 0.013 0.038
H -3.14487 -2.37177 1.00789 -0.030 -0.145 -0.143
H -2.53929 -3.24675 3.34186 -0.040 -0.083 0.090
H -1.24122 -2.12146 3.40361 0.182 0.220 0.045
H -1.25417 -4.77198 2.16803 -0.275 -0.014 0.094
H 0.06740 -3.65616 2.37844 0.152 -0.106 0.056
H -2.62664 -4.60878 0.07427 -0.120 -0.115 -0.016
H -1.39307 -3.38439 -4.17049 -0.138 -0.084 -0.002
H 0.50477 -2.14214 -5.12353 -0.037 0.007 -0.174
H 2.24620 -1.21181 -3.62029 0.146 0.124 -0.024
H 2.08171 -1.53722 -1.20831 -0.053 -0.003 0.263
H -3.27850 -0.57822 -0.45096 -0.053 0.008 -0.190
H -2.20216 1.39990 -1.52155 -0.121 -0.011 -0.090
C 3.32305 5.87437 -0.51200 -0.039 0.004 -0.013
C 2.08754 5.59442 0.33588 0.108 0.103 -0.130
C 2.33145 4.53004 1.41220 -0.092 0.058 -0.168
C 2.71618 3.25049 0.81226 -0.070 0.307 0.271
N 3.01182 2.25492 0.33021 0.110 -0.320 -0.195
H 3.63779 4.98647 -1.06168 0.011 -0.024 0.040
H 3.11561 6.65620 -1.24241 0.014 0.013 0.014
H 4.15829 6.20529 0.10811 0.009 -0.004 -0.007
H 1.26820 5.27449 -0.31062 -0.036 -0.024 0.054
H 1.76676 6.51532 0.82575 -0.039 -0.049 0.064
H 1.42881 4.37332 2.00442 0.020 -0.037 0.038
H 3.12610 4.84621 2.08954 0.013 -0.018 0.017
```
Forces are in eV/Å.

Properties
- HOMO level (eV) = -8.665
- gap between HOMO and LUMO (eV) = 8.854
- SMILES string = c1ccc(CCCc2cnc3ccccc3n2)cc1.CCCC#N
- maximum force (Eh/bohr) = 0.0184
- energy (eV) = -26620.5879
- relative energy (zero: lowest compared OMol25 entry of this formula, charge and spin) (kcal per mole) = 0.0

Here are the Löwdin charges for atoms 1 to 2, given in e: -0.10 -0.09